Version 1
The following is a quantum chemistry calculation of C5H7NO as an isolated structure, from the OMol25 dataset.

The geometry in XYZ format:
```
14
C5H7NO (ωB97M-V with the def2-TZVPD basis set)
O 1.601 -0.626 -1.108
C 1.099 -0.207 0.133
C 0.397 1.125 0.270
C -1.029 0.942 -0.097
C -1.252 -0.495 -0.521
C -0.242 -0.790 0.591
N -0.567 0.558 1.263
H 2.554 -0.746 -1.032
H 1.840 -0.315 0.934
H 0.836 2.108 0.418
H -1.690 1.792 -0.245
H -1.012 -0.805 -1.543
H -2.252 -0.829 -0.233
H -0.284 -1.712 1.170
```

Properties
- Orbital gap: 10.36 eV
- Total charge: 0
- Lowest unoccupied orbital energy: 0.765 eV
- HOMO level: -9.60 eV

Version 2
The following is a quantum chemistry calculation of one molecule with the formula C5H7NO, from the OMol25 dataset.

The geometry in XYZ format:
```
14
C5H7NO (ωB97M-V with the def2-TZVPD basis set)
C 1.712 -0.631 -1.576
C 0.506 -0.300 -0.707
C 0.706 0.141 0.553
O -0.257 0.558 1.429
C -1.550 0.289 1.177
N -2.263 1.055 2.009
C -0.727 -0.384 -1.399
H 1.477 -1.325 -2.393
H 2.495 -1.085 -0.969
H 2.096 0.286 -2.032
H 1.677 0.128 1.033
H -1.841 1.719 2.655
H -3.265 0.961 2.048
H -0.766 -1.411 -1.831
```

Properties
- Orbital gap (spin up / spin down): 7.52 / 7.55 eV
- Total charge: 0
- Lowest unoccupied orbital energy (spin up / spin down): -0.092 / -0.038 eV
- HOMO level (spin up / spin down): -7.61 / -7.59 eV

Version 3
The following is a quantum chemistry calculation of C5H7NO as an isolated structure, from the OMol25 dataset.

The geometry in XYZ format:
```
14
C5H7NO (ωB97M-V with the def2-TZVPD basis set)
O 0.749 -1.656 0.608
C -0.081 -0.808 0.893
C -0.307 -0.117 2.093
N -0.062 1.112 0.151
C 0.923 0.745 -0.900
C -0.089 -0.220 -1.549
C -0.858 0.014 -0.258
H -1.118 0.593 2.164
H 0.097 -0.522 3.022
H 1.804 0.241 -0.486
H 1.230 1.630 -1.464
H 0.230 -1.254 -1.697
H -0.577 0.184 -2.438
H -1.941 0.057 -0.140
```

Properties
- Orbital gap (spin up / spin down): 7.82 / 8.35 eV
- Total charge: 0
- Lowest unoccupied orbital energy (spin up / spin down): -1.002 / -0.675 eV
- HOMO level (spin up / spin down): -8.82 / -9.02 eV

Version 4
The following is a quantum chemistry calculation of C5H7NO as an isolated structure, from the OMol25 dataset.

The geometry in XYZ format:
```
14
C5H7NO (ωB97M-V with the def2-TZVPD basis set)
O -0.679 -0.194 2.231
C -0.755 -0.703 0.923
C -0.833 0.246 -0.287
C 0.614 0.786 -0.035
C 0.883 0.490 -1.495
N 0.003 -0.689 -1.139
C 0.615 -0.741 0.253
H -1.537 0.152 2.503
H -1.400 -1.586 0.850
H -1.676 0.683 -0.831
H 0.987 1.584 0.620
H 0.428 1.179 -2.221
H 1.892 0.208 -1.806
H 1.457 -1.414 0.434
```

Properties
- Orbital gap: 10.09 eV
- Total charge: 0
- Lowest unoccupied orbital energy: 0.848 eV
- HOMO level: -9.25 eV

Winner for stability: version 1

Version 1
The following is a quantum chemistry calculation of a 2-piece molecular cluster, C5H7NO overall, from the OMol25 dataset.

The geometry in XYZ format:
```
14
C5H7NO (ωB97M-V with the def2-TZVPD basis set)
C -0.481 -0.995 -0.873
C 0.041 -0.094 -0.278
C 0.659 1.037 0.331
C 1.230 1.582 -1.015
H -0.860 -1.694 -1.559
H -0.059 1.706 0.832
H 1.441 0.770 1.057
H 1.246 2.655 -0.936
H 2.218 1.148 -1.190
H 0.618 1.322 -1.896
N -1.820 -2.465 0.764
C -1.204 -1.477 1.198
O -0.780 -0.671 1.945
H -2.248 -2.824 1.619
```

Properties
- Orbital gap: 10.56 eV
- Structure (SMILES): C#CCC.N=C=O
- Total charge: 0
- Lowest unoccupied orbital energy: 0.820 eV
- HOMO level: -9.74 eV

Version 2
The following is a quantum chemistry calculation of C5H7NO as an isolated structure, from the OMol25 dataset.

The geometry in XYZ format:
```
14
C5H7NO (ωB97M-V with the def2-TZVPD basis set)
O 1.913 -0.228 0.754
C 1.142 0.361 -0.255
C 0.021 -0.497 -0.912
C -0.422 -1.593 0.027
C -1.511 -0.618 0.367
N -1.027 0.500 -0.478
C 0.018 1.259 0.272
H 2.128 -1.132 0.496
H 1.770 0.837 -1.019
H 0.147 -0.749 -1.969
H -0.080 1.183 1.361
H -2.403 -1.071 -0.105
H -1.769 -0.408 1.410
H 0.058 2.312 -0.009
```

Properties
- Orbital gap: 8.08 eV
- Total charge: 0
- Lowest unoccupied orbital energy: -0.382 eV
- HOMO level: -8.46 eV

Winner for stability: version 1

Version 1
The following is a quantum chemistry calculation of a 4-piece molecular cluster, CH11N2O3 overall, from the OMol25 dataset.

The geometry in XYZ format:
```
17
CH11N2O3 (ωB97M-V with the def2-TZVPD basis set)
N 1.051 -0.039 -0.665
C 1.232 0.645 -1.734
N 0.227 1.155 -2.500
H 0.142 -0.506 -0.510
H 1.851 -0.355 -0.126
H 2.232 0.780 -2.160
H -0.008 2.124 -2.316
H -0.646 0.639 -2.490
H 2.251 -0.872 2.601
H 3.126 -0.373 1.522
O 2.270 -0.171 1.931
H -2.293 -1.005 -1.038
H -2.308 -0.134 0.215
O -1.745 -0.396 -0.530
H -2.534 -1.233 2.848
H -2.199 0.229 2.714
O -2.649 -0.489 2.238
```

Properties
- Orbital gap: 10.85 eV
- Total charge: +1
- Lowest unoccupied orbital energy: -4.132 eV
- HOMO level: -14.99 eV

Version 2
The following is a quantum chemistry calculation of a 4-piece molecular cluster, CH11N2O3 overall, from the OMol25 dataset.

The geometry in XYZ format:
```
17
CH11N2O3 (ωB97M-V with the def2-TZVPD basis set)
N 1.465 2.269 0.019
C 0.910 2.883 1.053
N 0.029 2.315 2.007
H 1.224 1.263 -0.081
H 1.408 2.761 -0.891
H 1.166 3.942 1.131
H -0.932 2.603 2.139
H 0.028 1.364 2.491
H -2.699 -0.752 -1.073
H -1.193 -1.342 -0.808
O -2.126 -1.522 -0.999
H 1.710 -1.319 -0.208
H 0.511 -2.141 -0.377
O 0.765 -1.253 -0.315
H -0.395 -3.784 -2.023
H -1.408 -3.626 -0.991
O -0.460 -3.661 -1.075
```

Properties
- Orbital gap: 8.47 eV
- Total charge: +1
- Lowest unoccupied orbital energy: -5.635 eV
- HOMO level: -14.10 eV

Version 3
The following is a quantum chemistry calculation of a 4-piece molecular cluster, CH11N2O3 overall, from the OMol25 dataset.

The geometry in XYZ format:
```
17
CH11N2O3 (ωB97M-V with the def2-TZVPD basis set)
N -0.240 -0.616 0.044
C -1.135 -1.287 -0.661
N -1.454 -0.659 -1.886
H 0.479 0.158 -0.273
H -0.087 -0.915 1.083
H -1.591 -2.164 -0.184
H -2.278 -0.770 -2.375
H -1.023 0.298 -2.194
H -0.908 -1.455 3.094
H -0.310 -2.938 2.645
O -0.605 -1.956 2.317
H 1.515 1.476 -3.037
H 0.497 2.078 -2.045
O 0.701 1.231 -2.548
H 2.442 1.899 2.448
H 2.002 3.301 1.822
O 1.993 2.319 1.748
```

Properties
- Orbital gap: 11.21 eV
- Total charge: +1
- Lowest unoccupied orbital energy: -3.301 eV
- HOMO level: -14.51 eV

Winner for stability: version 1

Version 1
The following is a quantum chemistry calculation of one molecule with the formula C5H7N3, from the OMol25 dataset.

The geometry in XYZ format:
```
15
C5H7N3 (ωB97M-V with the def2-TZVPD basis set)
H 0.083 -1.754 -2.191
N 0.439 -0.919 -2.655
C 0.622 0.000 -1.807
N 0.392 -0.096 -0.446
C -0.252 -1.161 0.307
C -0.346 -0.244 1.558
C 0.481 0.826 0.775
C -0.307 2.154 0.649
N -0.973 3.063 0.580
H 0.719 0.947 -2.318
H -1.327 -1.282 -0.192
H 0.249 -2.164 0.342
H 0.059 -0.556 2.475
H -1.334 0.131 1.778
H 1.495 1.055 1.145
```

Properties
- Orbital gap: 9.94 eV
- Structure (SMILES): [H]/N=C\N1CC[C@@H]1C#N
- Total charge: 0
- Lowest unoccupied orbital energy: 0.656 eV
- HOMO level: -9.28 eV

Version 2
The following is a quantum chemistry calculation of one molecule with the formula C5H7N3, from the OMol25 dataset.

The geometry in XYZ format:
```
15
C5H7N3 (ωB97M-V with the def2-TZVPD basis set)
N -1.426 -0.878 -3.301
C -1.576 -0.994 -2.111
C -1.771 -0.930 -0.652
N -0.852 -0.045 -0.197
C -0.185 -0.417 0.781
N 0.663 0.554 1.526
C 2.192 0.518 0.850
C 1.020 1.467 0.546
H -1.733 -1.836 -0.046
H -2.830 -0.329 -0.690
H -0.330 -1.421 1.281
H 1.978 -0.442 -0.055
H 2.911 0.674 1.647
H 0.497 1.391 -0.414
H 1.442 2.689 0.836
```

Properties
- Orbital gap: 10.48 eV
- Structure (SMILES): N#CC/N=C/N1CC1
- Total charge: 0
- Lowest unoccupied orbital energy: 0.729 eV
- HOMO level: -9.75 eV

Version 3
The following is a quantum chemistry calculation of one molecule with the formula C5H7N3, from the OMol25 dataset.

The geometry in XYZ format:
```
15
C5H7N3 (ωB97M-V with the def2-TZVPD basis set)
C 0.227 0.893 -1.813
C -0.144 1.230 -0.450
C 1.088 -1.138 -2.765
C -0.731 -0.819 0.821
C -0.379 -1.821 1.571
N 0.445 -0.273 -2.301
N -0.243 0.421 0.719
N -0.032 1.174 1.913
H 0.233 1.790 -2.483
H 0.002 2.237 -0.156
H 0.861 -2.022 -3.232
H 0.737 -1.821 1.886
H -1.176 -2.541 1.755
H -0.358 0.682 2.666
H -0.530 2.008 1.866
```

Properties
- Orbital gap (spin up / spin down): 6.76 / 6.86 eV
- Total charge: 0
- Lowest unoccupied orbital energy (spin up / spin down): 0.109 / 0.297 eV
- HOMO level (spin up / spin down): -6.65 / -6.57 eV

Winner for stability: version 1

Version 1
The following is a quantum chemistry calculation of C5H7N3 as an isolated structure, from the OMol25 dataset.

The geometry in XYZ format:
```
15
C5H7N3 (ωB97M-V with the def2-TZVPD basis set)
C -2.422 -0.508 0.000
C 0.132 -0.535 -0.028
C 2.376 -0.484 -0.120
C 1.966 0.731 0.063
C 0.525 0.956 0.113
H -1.725 1.211 -0.920
H -3.311 -1.241 0.834
H -0.977 -2.011 0.307
H 3.315 -0.939 -0.533
H 2.555 1.723 0.230
H 0.107 1.299 -0.690
H 0.157 1.370 1.054
N -2.644 0.820 -0.168
N -1.125 -1.058 -0.082
N 1.071 -1.333 -0.061
```

Properties
- Orbital gap: 9.45 eV
- Total charge: 0
- Lowest unoccupied orbital energy: 0.695 eV
- HOMO level: -8.76 eV

Version 2
The following is a quantum chemistry calculation of a 2-piece molecular cluster, C5H7N3 overall, from the OMol25 dataset.

The geometry in XYZ format:
```
15
C5H7N3 (ωB97M-V with the def2-TZVPD basis set)
C 1.220 -1.413 0.019
C 2.071 0.822 -0.219
C -0.740 0.964 0.861
C 1.380 -0.284 -0.774
C -0.870 0.274 -0.421
N 0.952 -2.261 0.759
N 2.460 1.751 0.300
N -1.511 -0.908 -0.373
H 0.226 1.510 1.007
H -1.596 1.669 1.066
H -0.719 0.320 1.681
H 1.383 -0.586 -1.820
H -1.188 1.027 -1.249
H -1.489 -1.452 -1.323
H -1.580 -1.433 0.487
```

Properties
- Orbital gap: 8.70 eV
- Total charge: 0
- Lowest unoccupied orbital energy: -0.035 eV
- HOMO level: -8.74 eV

Winner for stability: version 2

Version 1
The following is a quantum chemistry calculation of one molecule with the formula C6H10O, from the OMol25 dataset.

The geometry in XYZ format:
```
17
C6H10O (ωB97M-V with the def2-TZVPD basis set)
C -1.052 -0.341 2.918
C -1.490 -0.071 1.481
C -0.609 -0.302 0.499
C -0.878 -0.043 -0.955
C 0.258 0.847 -1.590
C 1.532 -0.085 -1.738
O 2.314 -0.103 -0.831
H -1.611 -1.151 3.393
H 0.016 -0.592 2.887
H -1.033 0.580 3.505
H -2.229 0.700 1.307
H 0.327 -0.828 0.679
H -0.899 -1.016 -1.458
H -1.744 0.532 -1.260
H 0.034 1.153 -2.599
H 0.697 1.567 -0.903
H 1.693 -0.565 -2.719
```

Properties
- Orbital gap: 10.31 eV
- Structure (SMILES): C/C=C/CCC=O
- Total charge: 0
- Lowest unoccupied orbital energy: 1.015 eV
- HOMO level: -9.30 eV

Version 2
The following is a quantum chemistry calculation of C6H10O as an isolated structure, from the OMol25 dataset.

The geometry in XYZ format:
```
17
C6H10O (ωB97M-V with the def2-TZVPD basis set)
C -0.732 2.574 0.735
C -0.542 -1.004 -0.022
C 0.408 -0.853 1.143
C 1.397 -0.406 -0.001
C 0.204 -0.479 -0.999
C -0.449 -1.589 -1.828
O -1.305 -1.945 -0.669
H -1.769 2.914 0.759
H -0.393 2.262 1.727
H -0.078 3.360 0.336
H 0.146 -0.091 1.881
H 0.663 -1.798 1.631
H 2.129 -1.201 -0.187
H 1.924 0.553 0.100
H -0.737 1.682 0.114
H 0.228 -2.426 -2.017
H -1.054 -1.347 -2.705
```

Properties
- Orbital gap: 9.61 eV
- Total charge: 0
- Lowest unoccupied orbital energy: 0.999 eV
- HOMO level: -8.61 eV

Version 3
The following is a quantum chemistry calculation of one molecule with the formula C6H10O, from the OMol25 dataset.

The geometry in XYZ format:
```
17
C6H10O (ωB97M-V with the def2-TZVPD basis set)
C 2.228 0.117 0.315
C 0.763 -0.117 0.018
C 0.079 -1.170 0.467
C -1.374 -1.204 0.085
C -1.664 0.235 -0.358
C -0.158 0.839 -0.702
O 0.098 2.182 -0.378
H 2.414 1.078 0.813
H 2.836 0.112 -0.595
H 2.606 -0.672 0.979
H 0.542 -1.975 1.024
H -2.021 -1.537 0.903
H -1.526 -1.924 -0.737
H -2.449 0.243 -1.157
H -2.012 0.896 0.424
H -0.519 0.685 -1.690
H 0.157 2.212 0.591
```

Properties
- Orbital gap: 9.74 eV
- Structure (SMILES): CC1=CCC[C@H]1O
- Total charge: 0
- Lowest unoccupied orbital energy: 0.998 eV
- HOMO level: -8.74 eV

Winner for stability: version 3